# 1
Entry from OMol25: a molecular structure, C46H32AlCl4N6 (ωB97M-V with the def2-TZVPD basis set).

XYZ file:
```
89
Properties=species:S:1:pos:R:3:forces:R:3:mulliken_charge:R:1
Al 0.090403 0.053695 0.097061 0.12 0.22 -0.12 -2.14
Cl -4.502860 4.172257 -6.560016 -0.01 0.06 -0.08 -0.19
C -3.869649 3.330771 -5.198683 0.10 -0.10 0.15 0.37
C -3.887882 3.923032 -3.944840 -0.03 0.06 -0.06 -1.23
C -3.404854 3.233504 -2.849941 0.01 -0.10 0.03 -0.50
C -2.921581 1.919838 -2.957581 -0.11 0.15 -0.25 0.85
C -2.817222 1.396668 -4.258717 -0.01 0.01 0.19 -0.47
C -3.297116 2.077786 -5.359665 -0.04 0.06 -0.09 -1.06
C -2.410393 1.168721 -1.804093 0.04 -0.26 0.36 0.67
C -2.384190 1.681976 -0.489261 0.16 -0.07 -0.21 0.83
C -3.340309 2.567180 0.113174 -0.08 0.12 0.24 -1.74
C -2.955736 2.749293 1.400803 -0.02 0.09 -0.17 -1.50
C -1.721747 2.040637 1.568215 0.13 -0.02 0.20 0.21
C -0.817083 2.252097 2.605326 0.00 0.00 -0.13 1.71
C -1.116312 3.291187 3.626548 0.01 0.09 -0.03 -0.18
C -1.173227 2.980444 4.983041 -0.06 -0.03 -0.11 0.02
C -1.404193 3.968510 5.925445 -0.01 0.02 0.09 -0.94
C -1.567586 5.282528 5.513578 0.03 -0.10 -0.10 0.34
Cl -1.837551 6.520122 6.685821 -0.02 0.06 0.07 -0.19
C -1.511143 5.614312 4.168528 -0.02 0.05 -0.01 -1.06
C -1.290125 4.618478 3.232642 0.03 -0.09 0.11 -0.16
C 0.435900 1.629928 2.649535 0.04 0.10 -0.16 0.15
N 0.841798 0.617121 1.817346 -0.06 -0.04 0.11 0.51
C 2.093155 0.246947 2.250687 0.12 -0.05 -0.01 -0.20
C 2.691485 -0.969560 1.924462 -0.18 -0.01 -0.03 2.13
C 4.027129 -1.332673 2.465044 0.04 -0.02 0.07 -0.76
C 4.237968 -1.462188 3.836754 -0.03 -0.02 -0.09 -0.09
C 5.470664 -1.852936 4.331150 0.03 0.00 0.09 -1.01
C 6.507649 -2.124328 3.451309 -0.15 0.05 -0.05 0.37
Cl 8.040552 -2.627640 4.064745 0.06 -0.01 0.02 -0.19
C 6.318322 -2.004047 2.083229 0.09 -0.03 -0.01 -1.06
C 5.081302 -1.612891 1.598965 -0.04 0.05 0.02 0.28
C 1.961280 -1.960264 1.260716 0.04 0.03 0.11 0.46
C 2.286040 -3.354416 1.285301 -0.03 -0.09 -0.09 -1.90
C 1.271765 -4.004005 0.663102 0.10 -0.01 0.02 -1.64
C 0.351408 -3.004367 0.208005 0.14 0.03 -0.21 0.67
N 0.773731 -1.761559 0.598680 -0.18 -0.12 0.25 0.55
C -0.704089 -3.241070 -0.674293 -0.08 0.27 -0.09 1.36
C -1.406193 -2.201622 -1.284467 0.06 -0.24 0.14 0.55
C -2.500034 -2.378214 -2.186103 0.05 0.11 -0.11 -1.42
C -2.869286 -1.147202 -2.621542 0.03 -0.23 -0.07 -1.82
C -2.062229 -0.199733 -1.916235 -0.02 0.18 0.00 0.55
N -1.170809 -0.847526 -1.109725 0.03 0.08 -0.07 0.60
C -1.018872 -4.643151 -1.046344 -0.04 -0.12 -0.12 -0.21
C -0.926666 -5.056867 -2.376718 0.05 0.05 0.15 -0.20
C -1.213231 -6.360585 -2.741526 -0.02 -0.03 -0.04 -0.97
C -1.593520 -7.271760 -1.767776 0.05 0.13 0.02 0.32
Cl -1.951997 -8.900816 -2.214000 -0.02 -0.06 -0.01 -0.19
C -1.680544 -6.886561 -0.439134 -0.02 -0.07 0.07 -0.90
C -1.391239 -5.579901 -0.084261 -0.06 0.14 -0.03 -0.26
C 2.538663 1.142896 3.274175 -0.04 0.08 -0.02 -1.50
C 1.497263 1.970071 3.549350 0.06 -0.04 0.00 -1.41
N -1.458107 1.300647 0.439420 -0.15 -0.22 0.22 0.86
H -4.266242 4.929673 -3.831696 -0.02 -0.01 0.00 0.44
H -3.388651 3.744381 -1.900883 0.00 0.03 -0.08 0.65
H -2.328697 0.449157 -4.423937 0.00 -0.06 0.00 0.53
H -3.211610 1.649408 -6.348836 -0.02 -0.01 0.01 0.42
H -4.249392 2.921531 -0.341071 0.02 -0.03 0.01 0.89
H -3.452232 3.320454 2.167123 -0.03 -0.01 -0.01 0.76
H -1.051053 1.952060 5.299452 0.01 0.00 0.02 0.51
H -1.459107 3.726751 6.978033 0.00 0.00 -0.01 0.43
H -1.631280 6.643938 3.860619 -0.01 0.00 0.02 0.42
H -1.231637 4.875559 2.182767 0.00 0.02 -0.01 0.48
H 3.417936 -1.286961 4.521586 0.01 0.02 0.02 0.57
H 5.625721 -1.955652 5.396521 0.02 -0.02 -0.01 0.41
H 7.133062 -2.220766 1.406041 0.00 0.01 0.01 0.42
H 4.937703 -1.522998 0.528387 -0.01 -0.02 0.00 0.40
H 3.160385 -3.783956 1.745863 0.00 0.02 0.01 0.52
H 1.172079 -5.064044 0.504018 -0.01 0.00 -0.02 0.56
H -2.961090 -3.319185 -2.429390 0.01 -0.05 0.00 0.66
H -3.702797 -0.917047 -3.262009 0.01 0.08 -0.01 0.69
H -0.601771 -4.351462 -3.130336 -0.04 0.02 -0.04 0.50
H -1.141578 -6.669650 -3.775239 0.01 -0.03 0.02 0.43
H -1.978231 -7.603535 0.313616 -0.01 -0.02 -0.03 0.42
H -1.477678 -5.275449 0.951505 0.01 -0.01 0.01 0.54
H 3.504033 1.118139 3.750667 -0.01 -0.02 0.02 0.76
H 1.453382 2.737385 4.302950 -0.01 0.04 -0.01 0.60
N 1.856558 -0.258171 -1.316493 0.12 -0.10 0.07 -0.05
C 2.527596 0.921512 -1.885015 -0.10 0.21 0.18 -0.75
C 2.229125 2.074396 -0.937209 0.03 -0.16 -0.15 -0.53
N 0.786327 2.005787 -0.687596 -0.01 0.07 -0.10 -0.28
H 2.494078 -0.746535 -0.693787 0.04 -0.05 -0.07 -0.04
H 1.601038 -0.927042 -2.035464 -0.07 -0.03 0.04 0.33
H 2.098402 1.144673 -2.863206 0.03 -0.08 -0.03 0.38
H 3.602060 0.778993 -1.997868 -0.02 -0.02 -0.09 0.40
H 2.547375 3.028217 -1.359679 0.01 -0.01 0.01 0.51
H 2.742901 1.921429 0.014704 -0.01 0.05 0.01 0.21
H 0.274802 2.185260 -1.550761 -0.02 0.12 0.04 0.30
H 0.491076 2.715185 -0.024712 -0.04 -0.05 0.05 0.26
```
Positions in Å, forces in eV/Å.

E_LUMO (alpha / beta) = -4.29 / -4.29 eV
HOMO (alpha / beta) = -9.529 / -9.530 eV
charge = +1
molar mass = 837.598 g mol⁻¹



# 2
Entry from OMol25: a single C24H32N2O4 molecule (ωB97M-V with the def2-TZVPD basis set).

XYZ file:
```
62
Properties=species:S:1:pos:R:3:forces:R:3:mulliken_charge:R:1
C 0.997643 4.828238 -3.420137 0.29 -0.30 -0.05 -0.97
C 1.826354 3.757857 -4.124946 -0.29 0.33 -0.20 -0.60
O 2.486918 2.898456 -3.220420 0.22 -0.12 0.26 -0.41
C 3.580780 3.339380 -2.528563 0.20 -0.13 0.19 0.95
C 4.237897 4.541175 -2.768848 -0.21 0.05 -0.24 -0.65
C 5.346494 4.895605 -2.018987 0.03 -0.01 0.05 -0.67
C 5.813560 4.062745 -1.020293 0.12 0.05 0.07 -0.74
C 5.166749 2.862474 -0.783057 -0.07 0.06 -0.14 -0.23
C 4.060370 2.484376 -1.524321 -0.16 -0.03 -0.26 -0.09
C 3.371961 1.179593 -1.226465 -0.07 -0.03 -0.01 -0.82
N 2.755529 1.218055 0.096260 0.22 0.01 0.06 0.03
C 2.239469 -0.063129 0.529778 -0.10 -0.18 -0.02 -1.24
C 0.945057 -0.487264 -0.179964 -0.12 0.16 0.19 -0.47
C -0.117827 0.597674 0.008006 0.44 0.08 -0.03 0.12
O -1.290986 0.329269 -0.751529 -0.12 0.06 -0.09 -0.37
C -2.175959 -0.606859 -0.333602 -0.29 -0.20 0.00 0.25
C -3.257398 -0.837853 -1.189894 0.15 0.04 0.03 -0.67
C -4.220693 -1.770668 -0.868868 0.02 0.09 -0.06 -0.79
C -4.146819 -2.481869 0.318088 0.08 -0.05 0.24 -0.93
C -3.087225 -2.246412 1.184688 -0.01 0.08 -0.44 0.03
C -2.919680 -2.993236 2.464045 -0.20 0.06 0.13 0.50
O -1.825993 -3.301217 2.903917 0.26 0.04 -0.02 -0.69
N -4.072403 -3.255068 3.126619 -0.31 -0.02 0.06 -0.16
C -4.108255 -4.123960 4.274962 0.06 -0.43 -0.04 -0.85
C -4.727765 -5.490283 3.924160 0.02 0.20 0.10 -0.45
O -4.178235 -6.087302 2.780033 -0.14 0.05 -0.08 -0.34
C -2.841247 -6.518314 2.921592 0.12 0.01 0.00 -0.59
C -2.099634 -1.324539 0.853744 0.17 0.13 0.05 0.51
C 0.432432 1.937156 -0.477986 -0.05 -0.23 0.26 -0.43
C 1.748526 2.248100 0.247938 -0.19 0.11 -0.06 -1.24
H 0.475750 5.431996 -4.157529 -0.07 0.09 -0.06 0.40
H 1.631332 5.474645 -2.817617 0.00 0.10 0.04 0.33
H 0.267335 4.358041 -2.766251 -0.09 -0.03 0.05 0.21
H 2.538623 4.211099 -4.825400 -0.05 -0.10 0.04 0.43
H 1.167506 3.094011 -4.692661 0.13 0.12 0.01 0.39
H 3.898158 5.214084 -3.540605 -0.07 0.04 -0.06 0.35
H 5.841284 5.834101 -2.222027 0.03 0.07 -0.02 0.39
H 6.673997 4.344306 -0.432774 0.08 0.02 0.05 0.39
H 5.511439 2.200148 -0.003730 0.03 -0.10 0.11 0.44
H 2.658715 0.958908 -2.030823 0.11 -0.09 0.06 0.36
H 4.119962 0.380781 -1.202375 -0.07 0.01 -0.06 0.61
H 3.010922 -0.821175 0.377774 -0.02 0.00 0.08 0.46
H 2.046176 0.011735 1.605546 0.03 -0.09 0.01 0.44
H 1.125346 -0.617023 -1.248872 -0.05 -0.01 -0.05 0.22
H 0.600099 -1.441263 0.220515 0.01 -0.05 -0.03 0.56
H -0.376712 0.686185 1.073791 -0.01 -0.02 -0.09 0.24
H -3.308830 -0.276265 -2.109409 0.00 0.07 -0.11 0.45
H -5.037678 -1.949718 -1.552132 -0.05 -0.01 -0.07 0.38
H -4.885661 -3.238244 0.538147 -0.06 -0.08 0.03 0.46
H -4.949709 -3.045609 2.677699 0.15 0.10 -0.04 0.23
H -3.074323 -4.242643 4.606417 -0.16 0.05 0.06 0.37
H -4.692474 -3.665180 5.078566 0.09 -0.07 0.00 0.37
H -5.789418 -5.363305 3.690764 0.04 -0.02 0.12 0.35
H -4.633473 -6.154770 4.797104 -0.06 0.05 -0.05 0.34
H -2.144651 -5.678270 2.997192 -0.02 -0.05 0.02 0.25
H -2.614388 -7.089571 2.023612 0.08 -0.03 0.05 0.22
H -2.730130 -7.162561 3.801857 0.01 -0.03 -0.01 0.30
H -1.287529 -1.198821 1.551887 0.11 0.01 0.02 0.48
H 0.602485 1.882108 -1.553672 -0.03 0.00 -0.08 0.07
H -0.296300 2.726324 -0.287612 -0.04 0.04 -0.03 0.51
H 2.161163 3.191379 -0.113863 -0.06 0.03 0.10 0.49
H 1.551365 2.352391 1.320531 -0.01 0.09 -0.01 0.50
```
Positions in Å, forces in eV/Å.

SMILES string = CCOc1ccccc1CN1CCC(Oc2cccc(C(=O)NCCOC)c2)CC1
E_LUMO = 0.84 eV
HOMO = -8.301 eV
ΔE to the lowest compared entry with this formula, charge and spin = 224.20 kJ/mol
molar mass = 412.530 g mol⁻¹